# C35H71N3O29

A 11-piece molecular cluster, C35H71N3O29 overall at a distorted geometry (the ωB97M-V functional and the def2-TZVPD basis, OMol25).

Last columns: bonded neighbours and bond lengths (Å).
Geometry (Å):
1 C 10.6145 12.9418 13.4449  N2 1.460, H5 1.091, H6 1.051, H7 1.084
2 N 10.3217 11.5423 13.7423  C1 1.460, O3 1.218, O4 1.220
3 O 9.1669 11.1564 13.7235  N2 1.218
4 O 11.2687 10.7955 13.9262  N2 1.220
5 H 9.8078 13.4967 13.9273  C1 1.091
6 H 10.6587 13.0172 12.3978  C1 1.051
7 H 11.5730 13.1826 13.8909  C1 1.084
8 C 11.7259 18.1941 8.6513  N9 1.555, H12 1.080, H13 1.076, H14 1.074
9 N 13.2363 18.5585 8.7178  C8 1.555, O10 1.204, O11 1.208
10 O 13.6050 19.5743 8.1866  N9 1.204
11 O 13.9253 17.7089 9.2304  N9 1.208
12 H 11.3259 18.1299 7.6507  C8 1.080
13 H 11.1769 18.9249 9.2189  C8 1.076
14 H 11.5444 17.2448 9.1186  C8 1.074
15 C 10.5671 19.4870 13.5680  N16 1.453, H19 1.090, H20 1.072, H21 1.096
16 N 11.5613 19.2269 12.5412  C15 1.453, O17 1.200, O18 1.215
17 O 11.4524 19.6478 11.4228  N16 1.200
18 O 12.5302 18.5473 12.8147  N16 1.215
19 H 9.7174 18.8637 13.2913  C15 1.090
20 H 10.3460 20.5349 13.5322  C15 1.072
21 H 10.8860 19.1368 14.5560  C15 1.096
22 C 16.1649 18.8932 12.0629  C23 1.527, H29 1.135, H30 1.074, H31 1.093
23 C 17.2268 17.9808 12.6716  C22 1.527, O24 1.488, H32 1.029, H33 1.052
24 O 16.6464 16.6161 12.5512  C23 1.488, C25 1.337
25 C 17.1318 15.6995 11.7077  O24 1.337, O26 1.216, O27 1.316
26 O 18.0290 15.8365 10.8979  C25 1.216
27 O 16.3871 14.6377 11.9331  C25 1.316, C28 1.443
28 C 16.4434 13.5446 10.9931  O27 1.443, H34 1.080, H35 1.072, H36 1.087
29 H 15.1583 18.6234 12.5129  C22 1.135
30 H 16.0975 18.6526 11.0182  C22 1.074
31 H 16.4273 19.9428 12.2186  C22 1.093
32 H 17.3470 18.1048 13.6865  C23 1.029
33 H 18.0937 17.8957 12.0817  C23 1.052
34 H 17.3332 12.9616 11.1772  C28 1.080
35 H 16.5094 13.8740 9.9753  C28 1.072
36 H 15.5446 12.9576 11.1613  C28 1.087
37 C 15.1862 11.2852 14.4709  C38 1.511, H44 1.094, H45 1.134, H46 1.087
38 C 14.7442 9.9743 13.8624  C37 1.511, O39 1.496, H47 1.050, H48 1.112
39 O 14.7573 10.1460 12.3761  C38 1.496, C40 1.346
40 C 15.8503 9.8786 11.6369  O39 1.346, O41 1.219, O42 1.304
41 O 15.7807 9.7978 10.4226  C40 1.219
42 O 16.9230 9.8807 12.3785  C40 1.304, C43 1.490
43 C 18.1296 9.4298 11.6306  O42 1.490, H49 1.097, H50 1.076, H51 1.074
44 H 14.5180 12.0604 14.0847  C37 1.094
45 H 16.2546 11.5914 14.2459  C37 1.134
46 H 14.9526 11.3017 15.5319  C37 1.087
47 H 13.7867 9.6517 14.1472  C38 1.050
48 H 15.4275 9.1143 14.0330  C38 1.112
49 H 18.9921 9.6750 12.2632  C43 1.097
50 H 18.1891 9.8880 10.6594  C43 1.076
51 H 18.0360 8.3618 11.5683  C43 1.074
52 C 8.0151 14.7389 11.0627  C53 1.492, H59 1.090, H60 1.094, H61 1.093
53 C 8.1496 15.7819 10.0042  C52 1.492, O54 1.477, H62 1.049, H63 1.101
54 O 8.2703 15.1338 8.6823  C53 1.477, C55 1.316
55 C 9.3977 14.6039 8.2565  O54 1.316, O56 1.194, O57 1.325
56 O 9.4764 13.7939 7.3828  C55 1.194
57 O 10.4448 15.1026 8.8978  C55 1.325, C58 1.452
58 C 11.6485 14.6587 8.2168  O57 1.452, H64 1.100, H65 1.056, H66 1.112
59 H 7.0886 14.1649 11.0928  C52 1.090
60 H 8.1917 15.1748 12.0500  C52 1.094
61 H 8.8458 14.0330 10.9876  C52 1.093
62 H 9.0270 16.3325 10.1720  C53 1.049
63 H 7.3257 16.5126 9.9796  C53 1.101
64 H 11.5552 14.9030 7.1479  C58 1.100
65 H 11.7585 13.6089 8.2235  C58 1.056
66 H 12.4944 15.1685 8.7281  C58 1.112
67 C 14.0077 22.2639 13.0199  C68 1.519, H74 1.035, H75 1.102, H76 1.110
68 C 14.5998 21.6156 14.2590  C67 1.519, O69 1.462, H77 1.130, H78 1.039
69 O 13.5252 20.7696 14.7746  C68 1.462, C70 1.335
70 C 13.8948 19.6355 15.3734  O69 1.335, O71 1.195, O72 1.316
71 O 14.9501 19.1038 15.1969  C70 1.195
72 O 12.9504 19.2354 16.1973  C70 1.316, C73 1.471
73 C 13.3128 17.9360 16.7834  O72 1.471, H79 1.074, H80 1.097, H81 1.076
74 H 13.1975 22.8375 13.3117  C67 1.035
75 H 13.6795 21.5450 12.2514  C67 1.102
76 H 14.8167 22.9173 12.6313  C67 1.110
77 H 14.7161 22.4746 14.9835  C68 1.130
78 H 15.4588 21.0434 14.1361  C68 1.039
79 H 13.5198 17.2352 15.9966  C73 1.074
80 H 12.4431 17.7413 17.4227  C73 1.097
81 H 14.1693 18.0649 17.4210  C73 1.076
82 C 8.4088 10.8872 8.9891  C83 1.534, H89 1.114, H90 1.121, H91 1.116
83 C 9.0276 10.3416 10.2820  C82 1.534, O84 1.464, H92 1.124, H93 1.066
84 O 9.9103 11.3709 10.8341  C83 1.464, C85 1.342
85 C 11.1988 11.4290 10.4615  O84 1.342, O86 1.208, O87 1.286
86 O 11.8195 12.4038 10.8118  C85 1.208
87 O 11.5429 10.4735 9.6724  C85 1.286, C88 1.444
88 C 12.9405 10.4788 9.3091  O87 1.444, H94 1.141, H95 1.070, H96 1.086
89 H 7.9675 11.9092 9.0264  C82 1.114
90 H 7.6946 10.1631 8.5184  C82 1.121
91 H 9.2429 10.9651 8.2518  C82 1.116
92 H 9.5759 9.3751 10.1106  C83 1.124
93 H 8.3364 10.1707 11.0748  C83 1.066
94 H 13.3390 11.4555 9.7428  C88 1.141
95 H 13.1170 10.6025 8.2609  C88 1.070
96 H 13.5431 9.7023 9.7719  C88 1.086
97 C 16.8661 19.7729 18.2091  C98 1.523, H104 1.079, H105 1.078, H106 1.124
98 C 17.1213 18.5860 17.2895  C97 1.523, O99 1.456, H107 1.134, H108 1.112
99 O 16.2196 17.5275 17.7220  C98 1.456, C100 1.334
100 C 16.3443 16.3778 17.0562  O99 1.334, O101 1.218, O102 1.322
101 O 17.2092 16.0821 16.2507  C100 1.218
102 O 15.3378 15.6051 17.4273  C100 1.322, C103 1.463
103 C 15.4301 14.2412 16.9053  O102 1.463, H109 1.081, H110 1.078, H111 1.077
104 H 17.1867 19.6569 19.2326  C97 1.079
105 H 15.8101 19.9893 18.2182  C97 1.078
106 H 17.4589 20.5996 17.7316  C97 1.124
107 H 18.1355 18.1017 17.4421  C98 1.134
108 H 16.9421 18.7509 16.2043  C98 1.112
109 H 16.4636 13.9996 16.7024  C103 1.081
110 H 14.8908 14.1734 15.9749  C103 1.078
111 H 14.9870 13.5546 17.6067  C103 1.077
112 C 10.0743 15.4301 17.1803  C113 1.501, H119 1.129, H120 1.086, H121 1.085
113 C 11.1225 14.3731 16.9847  C112 1.501, O114 1.425, H122 1.069, H123 1.116
114 O 10.6263 13.1055 17.4043  C113 1.425, C115 1.339
115 C 11.4102 12.0352 17.2242  O114 1.339, O116 1.201, O117 1.333
116 O 12.5004 12.0495 16.7212  C115 1.201
117 O 10.7754 10.9391 17.6411  C115 1.333, C118 1.459
118 C 11.2260 9.5946 17.2984  O117 1.459, H124 1.088, H125 1.100, H126 1.072
119 H 9.2574 15.3210 16.4083  C112 1.129
120 H 10.5844 16.3763 17.0239  C112 1.086
121 H 9.6518 15.3779 18.1779  C112 1.085
122 H 12.0165 14.5569 17.5423  C113 1.069
123 H 11.4912 14.2799 15.9359  C113 1.116
124 H 11.8645 9.5500 16.4184  C118 1.088
125 H 10.3164 9.0270 17.0504  C118 1.100
126 H 11.7786 9.2094 18.1322  C118 1.072
127 O 10.0359 16.2510 13.2190  C128 1.224
128 C 11.2050 15.9659 12.9975  O127 1.224, C129 1.519, O132 1.300
129 C 11.8250 15.6920 11.6380  C128 1.519, C130 1.505, H133 1.053, H134 1.104
130 C 13.1904 15.1415 11.9489  C129 1.505, C131 1.540, H135 1.103, H136 1.066
131 C 13.5186 15.9020 13.2477  C130 1.540, O132 1.530, H137 1.058, H138 1.090
132 O 12.1371 15.9460 13.9041  C128 1.300, C131 1.530
133 H 11.2181 15.0048 11.1207  C129 1.053
134 H 12.0888 16.6053 11.0763  C129 1.104
135 H 13.1715 14.0527 12.1213  C130 1.103
136 H 13.8887 15.3195 11.1632  C130 1.066
137 H 14.1111 15.4387 13.9913  C131 1.058
138 H 13.9028 16.9123 13.1069  C131 1.090

As for the molecular weight: 997.945 u. The SMILES is C[N+](=O)[O-].C[N+](=O)[O-].C[N+](=O)[O-].CCOC(=O)OC.CCOC(=O)OC.CCOC(=O)OC.CCOC(=O)OC.CCOC(=O)OC.CCOC(=O)OC.CCOC(=O)OC.O=C1CCCO1. The HOMO energy is -10.33 eV.